Record 1
Formula: C45H96O21S7
Source: the OMol25 dataset
Level of theory: wB97M-V/def2-TZVPD

The charge is 0. Its orbital gap is 9.338 eV.

Last column: Mulliken charge in e.
Element x y z (Å)
C -4.705 0.055 14.989  -0.28
C -5.309 -0.408 13.690  -0.32
O -6.436 -1.271 13.865  -0.25
S -6.822 -2.184 12.616  1.02
C -7.597 -0.951 11.591  -1.24
O -5.615 -2.622 11.997  -0.34
O -7.824 -3.088 13.053  -0.57
H -3.950 -0.664 15.298  -0.50
H -5.463 0.118 15.772  0.16
H -4.320 1.067 14.882  0.48
H -5.571 0.429 13.024  0.41
H -4.534 -0.827 13.042  0.31
H -7.936 -0.071 12.127  0.37
H -8.314 -1.462 10.958  0.38
H -6.796 -0.543 10.968  0.37
C 4.272 -1.935 11.287  -1.67
C 2.991 -1.978 12.074  0.87
O 2.589 -0.624 12.357  -0.38
S 1.308 -0.418 13.264  1.23
C 2.144 -0.314 14.839  -0.72
O 0.745 0.868 13.021  -0.72
O 0.533 -1.613 13.324  -0.36
H 4.146 -1.232 10.454  0.39
H 4.616 -2.836 10.784  0.34
H 5.106 -1.496 11.841  0.40
H 2.251 -2.426 11.411  -0.30
H 3.112 -2.560 12.988  0.24
H 1.383 -0.523 15.589  0.03
H 2.731 0.588 14.940  0.46
H 2.762 -1.215 14.868  0.25
C -7.022 -5.427 15.404  -0.08
C -8.340 -4.815 15.807  -0.49
O -9.112 -5.848 16.413  -0.35
S -10.111 -5.480 17.594  1.21
C -8.943 -5.344 18.924  -0.41
O -10.703 -4.215 17.314  -0.65
O -10.909 -6.641 17.782  -0.64
H -7.193 -6.277 14.741  0.29
H -6.423 -5.755 16.256  0.06
H -6.347 -4.767 14.854  -0.05
H -8.200 -3.923 16.425  0.25
H -8.789 -4.421 14.893  0.29
H -8.661 -6.307 19.344  0.33
H -9.413 -4.737 19.695  0.36
H -8.009 -4.926 18.548  -0.13
C -3.918 -3.809 8.655  -1.29
C -3.101 -3.601 9.924  0.34
O -1.755 -3.243 9.565  -0.46
S -0.554 -4.121 10.098  1.07
C -0.858 -5.630 9.200  -0.87
O 0.643 -3.481 9.694  -0.70
O -0.746 -4.487 11.467  -0.35
H -3.717 -4.768 8.175  0.31
H -3.770 -2.942 8.018  0.37
H -4.970 -3.896 8.937  0.33
H -3.590 -2.780 10.449  0.11
H -3.143 -4.452 10.606  0.17
H -0.350 -6.414 9.755  0.34
H -0.426 -5.568 8.203  0.34
H -1.929 -5.773 9.106  0.20
C -2.610 -0.161 18.133  -0.41
C -3.548 -0.949 19.028  -0.61
O -4.148 -2.098 18.379  -0.10
S -5.580 -2.560 18.834  1.00
C -6.666 -1.435 18.003  -0.75
O -5.717 -3.895 18.364  -0.48
O -5.835 -2.323 20.216  -0.69
H -2.966 -0.028 17.111  -0.07
H -1.676 -0.710 18.029  -0.01
H -2.409 0.834 18.525  0.43
H -2.893 -1.408 19.776  0.27
H -4.208 -0.372 19.676  0.63
H -6.379 -0.416 18.260  0.44
H -7.666 -1.660 18.364  0.47
H -6.613 -1.520 16.919  -0.13
C -5.312 -6.365 12.213  -0.22
C -5.154 -7.848 11.873  -0.60
O -4.862 -8.433 13.148  0.04
S -4.938 -10.021 13.284  1.13
C -3.451 -10.502 12.436  -1.02
O -4.800 -10.307 14.671  -0.51
O -6.063 -10.520 12.569  -0.66
H -5.060 -5.677 11.406  0.03
H -4.583 -6.168 13.001  -0.18
H -6.285 -6.106 12.621  0.31
H -6.129 -8.182 11.519  0.34
H -4.380 -7.994 11.119  0.38
H -3.636 -10.282 11.385  0.37
H -3.354 -11.569 12.606  0.43
H -2.644 -9.861 12.777  0.26
C -5.080 -8.632 17.700  -0.47
C -4.365 -9.961 17.687  -0.64
O -3.569 -10.088 18.896  -0.29
S -2.949 -11.557 19.085  1.25
C -1.734 -11.127 20.329  -0.92
O -3.990 -12.388 19.604  -0.65
O -2.246 -11.884 17.885  -0.65
H -6.056 -8.633 18.187  0.40
H -5.207 -8.281 16.676  -0.01
H -4.494 -7.869 18.220  0.15
H -5.044 -10.790 17.492  0.48
H -3.661 -9.945 16.855  0.38
H -0.923 -10.799 19.685  0.32
H -1.494 -12.064 20.824  0.38
H -2.096 -10.342 20.978  0.29
C 3.043 -5.352 12.698  -0.23
C 4.301 -5.760 13.126  -0.69
C 4.446 -6.375 14.361  -0.44
C 3.311 -6.747 15.076  -0.57
C 2.052 -6.494 14.548  0.30
C 1.909 -5.869 13.318  -0.42
H 2.877 -4.880 11.736  0.49
H 5.152 -5.425 12.544  0.33
H 5.419 -6.535 14.807  0.38
H 3.443 -7.214 16.045  0.39
H 1.166 -6.738 15.125  0.05
H 0.934 -5.723 12.869  0.39
C 0.757 -6.873 18.219  -0.21
C 1.489 -6.019 19.039  -0.47
C 0.895 -5.523 20.199  -0.57
C -0.452 -5.723 20.467  -0.77
C -1.196 -6.543 19.625  -0.28
C -0.571 -7.120 18.534  -0.47
H 1.300 -7.378 17.430  0.44
H 2.519 -5.694 18.951  0.38
H 1.463 -4.874 20.857  0.43
H -0.882 -5.333 21.381  0.46
H -2.181 -6.831 19.970  0.51
H -1.118 -7.796 17.882  0.55
C 0.783 -3.508 16.396  0.48
C -0.587 -2.843 16.312  0.14
C -1.753 -3.570 15.701  0.20
C -2.352 -4.809 16.324  1.19
C -3.114 -5.686 15.355  0.64
C -2.297 -6.372 14.270  -0.19
H 0.718 -4.411 17.000  -0.34
H 1.533 -2.823 16.791  -0.12
H 1.154 -3.742 15.392  -0.32
H -0.844 -2.629 17.362  -0.30
H -0.423 -1.879 15.824  0.54
H -1.462 -3.850 14.672  -0.58
H -2.561 -2.875 15.429  -0.21
H -1.623 -5.400 16.894  -0.88
H -3.003 -4.550 17.173  0.26
H -3.698 -6.420 15.906  -0.51
H -3.861 -5.016 14.904  -0.23
H -2.173 -5.813 13.342  0.34
H -1.281 -6.544 14.660  -0.21
H -2.556 -7.398 14.001  -0.13
C 5.845 1.733 21.558  -1.21
C 4.542 2.152 20.881  -0.51
C 4.170 1.267 19.689  -0.63
C 3.332 0.057 20.140  -0.59
C 2.972 -0.872 18.999  -0.12
C 2.652 -2.309 19.431  -0.82
H 5.802 0.730 21.987  0.31
H 6.028 2.391 22.412  0.36
H 6.686 1.834 20.872  0.32
H 3.725 2.148 21.608  0.34
H 4.676 3.193 20.573  0.33
H 5.105 0.862 19.284  0.30
H 3.690 1.795 18.861  0.37
H 3.977 -0.453 20.863  0.28
H 2.447 0.465 20.634  0.33
H 2.161 -0.463 18.392  0.19
H 3.863 -0.999 18.375  0.27
H 2.112 -2.358 20.383  0.35
H 2.157 -2.914 18.682  -0.17
H 3.605 -2.763 19.727  0.42

---

Record 2
Formula: C9H10N2
Source: the OMol25 dataset
Level of theory: wB97M-V/def2-TZVPD

The charge is 0. Its orbital gap (alpha / beta) is 7.381 / 6.984 eV.

Last column: natural (NBO) charge in e.
Element x y z (Å)
C -0.298 1.560 1.497  0.20
C -0.577 -1.168 1.273  0.23
C -0.460 -0.782 -1.822  -0.13
C 0.653 -1.102 -0.962  -0.24
C -1.512 -0.015 -1.219  -0.43
C -0.788 1.508 -0.956  -0.41
C 0.096 1.530 0.175  -0.28
C 0.598 -1.084 0.425  -0.05
C 1.833 -0.975 1.360  -0.63
N -0.603 1.576 2.609  -0.30
N -1.536 -1.345 1.950  -0.29
H -0.379 -0.850 -2.867  0.21
H 1.620 -1.297 -1.374  0.22
H -2.345 -0.001 -1.942  0.23
H -1.838 -0.297 -0.233  0.25
H -0.180 1.771 -1.898  0.22
H -1.692 1.979 -0.901  0.25
H 1.120 1.863 0.022  0.24
H 1.748 -1.565 2.252  0.23
H 1.841 0.087 1.768  0.25
H 2.699 -1.393 0.844  0.22

---

Record 3
Formula: O4S4
Source: the OMol25 dataset
Level of theory: wB97M-V/def2-TZVPD

The charge is -2. Its orbital gap is 6.190 eV.

Last column: natural (NBO) charge in e.
Element x y z (Å)
O 1.993 0.184 -2.478  -1.04
S 1.510 -0.297 -1.149  1.44
O 2.633 -0.847 -0.341  -1.03
S 0.933 1.559 0.068  -0.38
S 0.001 0.824 1.732  -0.38
S -1.780 -0.200 0.642  1.47
O -2.912 0.732 0.726  -1.03
O -2.028 -1.426 1.450  -1.04

---

Record 4
Formula: C2H5N5
Source: the OMol25 dataset
Level of theory: wB97M-V/def2-TZVPD

The charge is 0. Its orbital gap is 9.584 eV.

Last column: natural (NBO) charge in e.
Element x y z (Å)
H 1.897 -0.466 1.993  0.29
N 2.214 0.184 1.248  -0.33
N 1.763 -0.031 0.135  0.02
N 1.138 -1.012 -0.382  -0.21
C -0.082 -1.029 -0.734  -0.01
C -0.919 0.161 -0.185  0.38
N -0.712 1.324 -0.861  -0.81
N -1.811 0.074 0.709  -0.71
H -1.968 -0.855 1.090  0.35
H -0.489 -1.925 -1.176  0.22
H -1.194 2.131 -0.492  0.41
H 0.164 1.444 -1.346  0.40

---

The calculation returns the following relative energy (zero: lowest compared OMol25 entry of this formula, charge and spin) values, one per record and in order: 0.0; 113.3; 0.0; 82.5 kcal per mole.